# C16H21FN4O2S

A single C16H21FN4O2S molecule (ωB97M-V/def2-TZVPD, the Open Molecules 2025 dataset).

Computed properties:
frontier orbital gap: 8.34 eV
total charge: 0
SMILES string: CSCCOC(=O)N1CCC2(CC1)N=C(N)c1c(F)cccc1N2
LUMO: 0.554 eV
energy above the lowest of the compared OMol25 structures with the same formula, charge and spin: 0.000 eV

Last columns: bonded neighbours and bond lengths (Å).
Element x y z (Å)
1 H 1.0754 -0.6367 -3.1625  C15 1.111
2 H 1.4632 -4.6070 1.0448  C27 1.096
3 H -0.6871 0.3009 0.4308  N28 0.993
4 O 1.1174 -3.0084 -1.3100  C16 1.451, C34 1.367
5 H -0.2492 5.8462 0.1789  N7 1.031
6 H 3.5782 -0.2114 0.2411  C38 1.102
7 N 0.1901 5.0982 -0.3778  H5 1.031, H10 1.034, C20 1.374
8 H -1.0434 -6.1031 1.8728  C18 1.075
9 C 1.9853 1.1768 0.3015  H17 1.118, C23 1.592, H32 1.152, C38 1.555
10 H 1.2071 5.1949 -0.5398  N7 1.034
11 H -2.8273 0.5416 1.4607  C13 1.076
12 H 3.4910 0.8599 -1.1444  C38 1.065
13 C -2.6569 1.5947 1.3200  H11 1.076, C24 1.385, C35 1.384
14 H -0.2128 1.2420 -2.4078  C31 1.041
15 C 0.9426 -0.3795 -2.0898  H1 1.111, H21 1.109, C31 1.551, N45 1.490
16 C 1.1161 -4.4399 -1.0716  O4 1.451, C27 1.512, H33 1.090, H37 1.021
17 H 1.8635 0.5551 1.2233  C9 1.118
18 C -1.3016 -5.0891 2.1180  H8 1.075, H19 0.996, H39 1.066, S43 1.778
19 H -0.7723 -4.8013 2.9110  C18 0.996
20 C -0.1772 3.7831 -0.2285  N7 1.374, N25 1.320, C30 1.437
21 H -0.0552 -0.8436 -1.9542  C15 1.109
22 F -2.3642 5.5453 0.1699  C41 1.330
23 C 0.6817 1.6655 -0.4701  C9 1.592, N25 1.414, N28 1.422, C31 1.539
24 C -1.5436 2.0242 0.6161  C13 1.385, N28 1.375, C30 1.440
25 N 0.8581 3.0614 -0.6149  C20 1.320, C23 1.414
26 H 0.5574 -5.9180 0.4248  C27 1.091
27 C 0.6755 -4.8385 0.3184  H2 1.096, C16 1.512, H26 1.091, S43 1.953
28 N -0.4572 1.2543 0.2749  H3 0.993, C23 1.422, C24 1.375
29 H 1.5428 1.6094 -2.4155  C31 1.084
30 C -1.4518 3.4333 0.3363  C20 1.437, C24 1.440, C41 1.405
31 C 0.7005 1.1428 -1.9178  H14 1.041, C15 1.551, C23 1.539, H29 1.084
32 H 2.7210 2.0456 0.4753  C9 1.152
33 H 2.1228 -4.8199 -1.2434  C16 1.090
34 C 2.0662 -2.1926 -0.7586  O4 1.367, O44 1.260, N45 1.410
35 C -3.7607 2.4171 1.4679  C13 1.384, H36 1.108, C40 1.379
36 H -4.6427 2.1484 2.0827  C35 1.108
37 H 0.5352 -4.9352 -1.7488  C16 1.021
38 C 2.9082 0.2289 -0.5148  H6 1.102, C9 1.555, H12 1.065, N45 1.538
39 H -2.3191 -4.9526 2.4045  C18 1.066
40 C -3.7431 3.7182 1.0117  C35 1.379, C41 1.399, H42 1.064
41 C -2.5546 4.2809 0.5347  F22 1.330, C30 1.405, C40 1.399
42 H -4.6179 4.3185 1.0934  C40 1.064
43 S -0.9785 -3.9255 0.8133  C18 1.778, C27 1.953
44 O 3.0124 -2.5450 -0.0047  C34 1.260
45 N 2.0046 -0.8400 -1.1517  C15 1.490, C34 1.410, C38 1.538